# 1
An isolated molecule of C22H31N3O3, computed with ωB97M-V/def2-TZVPD.

The geometry in XYZ format:
```
59
C22H31N3O3, DFT ωB97M-V/def2-TZVPD
C -5.79 -0.45 -1.47
C -5.33 0.41 -0.31
O -6.08 0.70 0.59
C -3.92 0.87 -0.33
C -3.45 1.57 0.78
C -2.14 2.01 0.85
C -1.27 1.75 -0.20
N 0.06 2.14 -0.19
C 0.70 3.01 0.64
O 0.22 3.56 1.60
C 2.15 3.23 0.18
N 2.76 1.94 -0.11
C 3.36 1.36 1.09
C 4.23 0.15 0.74
C 3.72 -0.53 -0.53
N 2.37 -1.00 -0.34
C 2.10 -2.31 -0.09
O 2.94 -3.18 -0.22
C 0.68 -2.61 0.34
C -0.36 -2.19 -0.70
C -1.76 -2.60 -0.25
C -2.09 -1.98 1.10
C -1.04 -2.37 2.15
C 0.35 -1.95 1.69
C 3.80 0.46 -1.71
C 3.69 1.91 -1.22
C -1.74 1.07 -1.33
C -3.05 0.63 -1.39
H -5.17 -1.34 -1.55
H -6.82 -0.75 -1.30
H -5.73 0.11 -2.40
H -4.13 1.75 1.60
H -1.79 2.55 1.72
H 0.64 1.79 -0.95
H 2.68 3.80 0.95
H 2.11 3.83 -0.73
H 2.54 1.06 1.75
H 3.96 2.10 1.63
H 5.26 0.46 0.57
H 4.23 -0.56 1.57
H 4.32 -1.42 -0.74
H 1.69 -0.30 -0.11
H 0.63 -3.70 0.47
H -0.33 -1.11 -0.85
H -0.12 -2.67 -1.66
H -2.49 -2.28 -0.99
H -1.81 -3.69 -0.17
H -3.08 -2.30 1.43
H -2.11 -0.89 1.01
H -1.28 -1.89 3.10
H -1.06 -3.45 2.30
H 0.38 -0.86 1.59
H 1.09 -2.24 2.43
H 4.75 0.33 -2.24
H 3.00 0.23 -2.41
H 3.31 2.54 -2.03
H 4.68 2.30 -0.94
H -1.07 0.88 -2.16
H -3.38 0.11 -2.27
```

Calculated values
SMILES: CC(=O)c1ccc(NC(=O)CN2CCC(NC(=O)C3CCCCC3)CC2)cc1
Electronic energy: -1246.974549 Eh
Strongest force on any atom: 0.62 eV Å⁻¹
Orbital gap: 9.037 eV
Spin multiplicity: 1
Energy above the lowest of the compared OMol25 structures with the same formula, charge and spin: 26.0 kcal per mole

These are the Mulliken partial charges, in e, on atoms 1 to 2:
1 C -1.33
2 C 0.92

=====

# 2
A structure of composition C43H87N4O17P4Ti, computed with ωB97M-V/def2-TZVPD.

The geometry in XYZ format:
```
156
C43H87N4O17P4Ti, DFT ωB97M-V/def2-TZVPD
Ti -1.71 0.67 -4.19
C 0.65 -1.36 -1.24
C 0.20 -0.01 -1.87
C 0.71 1.26 -1.16
O 0.51 0.03 -3.24
H 0.24 -2.26 -1.68
H 0.20 -1.31 -0.25
H 1.74 -1.37 -1.18
H -0.88 -0.02 -1.79
H 0.09 2.08 -1.54
H 1.73 1.58 -1.38
H 0.46 1.26 -0.10
C -3.40 2.96 7.74
C -3.11 2.77 6.27
O -2.84 1.43 5.95
P -2.19 0.96 4.51
O -2.64 1.80 3.37
O -0.61 0.87 4.84
C 0.28 0.51 3.86
C 0.85 1.79 3.17
O -2.65 -0.60 4.48
C -2.25 -1.53 5.40
C -1.43 -2.53 4.69
H -3.53 3.99 8.07
H -4.28 2.36 7.98
H -2.60 2.64 8.42
H -3.96 3.10 5.67
H -2.30 3.41 5.93
H 1.18 0.14 4.36
H -0.11 -0.26 3.20
H 0.03 2.49 2.99
H 1.62 2.28 3.77
H 1.31 1.60 2.21
H -1.76 -1.12 6.29
H -3.24 -1.88 5.72
H -2.11 -2.87 3.90
H -0.54 -2.11 4.22
H -1.15 -3.43 5.25
C 4.17 0.17 0.20
C 5.03 -0.42 1.25
O 5.27 -1.74 0.83
P 6.57 -2.47 1.33
O 7.86 -1.90 0.91
O 6.36 -2.52 2.95
C 5.30 -3.31 3.44
C 6.02 -4.27 4.41
O 6.38 -4.04 0.91
C 6.66 -4.64 -0.39
C 5.58 -4.24 -1.42
H 3.94 1.23 0.30
H 4.59 0.14 -0.81
H 3.19 -0.30 0.25
H 5.92 0.17 1.46
H 4.48 -0.38 2.19
H 4.53 -2.82 4.04
H 4.71 -3.90 2.74
H 6.45 -3.69 5.23
H 5.46 -5.09 4.86
H 6.86 -4.68 3.86
H 7.60 -4.28 -0.82
H 6.71 -5.72 -0.28
H 5.40 -3.17 -1.46
H 5.80 -4.51 -2.45
H 4.63 -4.62 -1.04
C -7.04 5.05 -2.45
C -5.67 4.74 -1.82
O -5.14 3.78 -2.68
P -3.54 3.66 -2.90
O -3.09 2.34 -3.44
O -2.81 4.20 -1.54
C -2.76 3.31 -0.46
C -2.28 4.18 0.74
O -3.18 4.94 -3.87
C -1.85 5.07 -4.29
C -1.91 4.52 -5.73
H -7.83 5.61 -1.95
H -7.01 5.57 -3.40
H -7.60 4.14 -2.67
H -5.12 5.67 -1.71
H -5.72 4.26 -0.84
H -3.75 2.88 -0.33
H -2.00 2.56 -0.70
H -3.15 4.82 0.91
H -2.19 3.51 1.60
H -1.36 4.74 0.57
H -1.59 6.12 -4.45
H -1.08 4.50 -3.78
H -2.00 3.44 -5.83
H -2.67 4.98 -6.37
H -0.96 4.70 -6.22
C -2.90 -2.33 -0.47
C -3.03 -3.75 0.08
O -3.41 -3.59 1.43
P -3.63 -4.89 2.40
O -2.48 -5.82 2.40
O -4.17 -4.27 3.81
C -5.29 -3.42 3.79
C -6.40 -4.08 4.56
O -4.99 -5.52 1.84
C -5.57 -6.65 2.52
C -5.22 -7.89 1.70
H -3.94 -1.98 -0.50
H -2.27 -1.76 0.21
H -2.41 -2.31 -1.44
H -3.80 -4.30 -0.46
H -2.12 -4.34 0.04
H -5.04 -2.51 4.33
H -5.58 -3.27 2.74
H -7.10 -3.39 5.02
H -6.97 -4.80 3.98
H -5.89 -4.47 5.45
H -5.10 -6.81 3.49
H -6.66 -6.52 2.59
H -5.61 -8.82 2.13
H -5.63 -7.85 0.69
H -4.14 -8.04 1.76
N 3.61 -0.13 -4.12
C 4.36 0.92 -4.57
C 5.64 0.47 -4.69
C 5.67 -0.86 -4.40
C 4.40 -1.22 -3.93
H 2.64 -0.07 -3.85
H 3.91 1.90 -4.57
H 6.49 1.05 -5.01
H 6.57 -1.45 -4.48
H 3.95 -2.12 -3.57
N 1.26 -2.30 -5.11
C 1.68 -1.98 -6.41
C 1.50 -3.10 -7.19
C 0.75 -4.01 -6.47
C 0.62 -3.52 -5.18
H 1.23 -1.67 -4.32
H 2.16 -1.03 -6.62
H 1.84 -3.16 -8.21
H 0.34 -4.95 -6.80
H 0.13 -3.91 -4.30
N 1.42 3.06 -3.71
C 1.38 3.18 -5.08
C 1.70 4.47 -5.38
C 1.79 5.18 -4.17
C 1.56 4.29 -3.16
H 1.30 2.19 -3.21
H 1.24 2.32 -5.72
H 1.79 4.88 -6.38
H 2.05 6.23 -4.11
H 1.64 4.41 -2.09
N 4.17 5.03 1.14
C 3.16 4.28 0.55
C 1.95 4.90 0.76
C 2.19 6.17 1.34
C 3.55 6.14 1.69
H 5.12 4.71 1.11
H 3.39 3.32 0.12
H 1.00 4.39 0.60
H 1.43 6.89 1.61
H 4.11 6.84 2.29
```

Calculated values
Electronic energy: -5403.819904 Eh
Net charge: -1
Strongest force on any atom: 4.99 eV Å⁻¹
Orbital gap (spin up / spin down): 2.934 / 7.043 eV
Spin multiplicity: 5

These are the Mulliken partial charges, in e, on atoms 1 to 2:
1 Ti 0.00
2 C -1.37

=====

# 3
A structure of composition C44H35CrN8O2Sb, computed with ωB97M-V/def2-TZVPD.

The geometry in XYZ format:
```
91
C44H35CrN8O2Sb, DFT ωB97M-V/def2-TZVPD
Cr 0.00 0.04 0.00
C 9.04 -0.24 10.13
O 9.28 -0.19 8.73
C 8.20 -0.17 7.91
C 8.49 -0.13 6.55
C 7.47 -0.10 5.60
C 6.12 -0.10 5.99
C 5.83 -0.14 7.36
C 6.86 -0.17 8.31
C 5.08 -0.07 4.96
N 5.28 -0.06 3.65
C 4.04 -0.03 3.06
C 3.05 -0.03 4.02
N 3.73 -0.06 5.21
C 1.68 -0.01 3.68
C 0.68 -0.01 4.67
C -0.65 0.01 4.28
C -0.93 0.03 2.93
N 0.01 0.03 1.96
C 1.32 0.01 2.31
C 2.31 0.01 1.32
N 1.96 0.03 0.01
C 2.95 0.03 -0.92
C 4.30 0.01 -0.63
C 4.67 -0.01 0.71
C 3.67 -0.01 1.70
H 10.00 -0.27 10.64
H 8.49 -1.15 10.40
H 8.50 0.65 10.47
H 9.53 -0.13 6.22
H 7.73 -0.07 4.54
H 4.81 -0.14 7.73
H 6.59 -0.20 9.36
H 3.30 -0.06 6.13
H 0.92 -0.03 5.73
H -1.45 0.01 5.01
H -1.95 0.04 2.57
H 2.60 0.05 -1.95
H 5.04 0.02 -1.42
H 5.72 -0.02 0.98
N -1.46 0.08 -3.79
C -0.13 0.07 -4.22
C 0.70 0.06 -3.11
N -0.05 0.05 -1.99
C -1.35 0.06 -2.39
C -2.39 0.06 -1.36
N -1.99 0.05 -0.05
C -3.10 0.05 0.69
C -4.22 0.07 -0.13
N -3.79 0.07 -1.47
H -2.32 0.09 -4.36
H 0.19 0.08 -5.26
H 1.77 0.05 -3.09
H -3.09 0.05 1.77
H -5.26 0.07 0.19
H -4.35 0.08 -2.32
O 0.00 1.66 0.00
C 0.03 -7.66 0.51
C 1.02 -7.04 -0.26
C 1.02 -5.65 -0.41
C 0.03 -4.87 0.20
C -0.95 -5.49 0.98
C -0.95 -6.88 1.13
Sb -0.01 -2.72 -0.01
C -1.84 -2.62 -1.13
C -1.88 -2.21 -2.47
C -3.09 -2.16 -3.16
C -4.28 -2.52 -2.52
C -4.25 -2.92 -1.18
C -3.04 -2.97 -0.49
C 1.43 -2.52 -1.60
C 2.50 -1.64 -1.43
C 3.45 -1.49 -2.45
C 3.34 -2.23 -3.63
C 2.27 -3.12 -3.80
C 1.32 -3.27 -2.79
H 0.03 -8.73 0.63
H 1.78 -7.64 -0.73
H 1.80 -5.20 -1.01
H -1.71 -4.90 1.47
H -1.72 -7.36 1.73
H -0.97 -1.92 -2.98
H -3.12 -1.84 -4.20
H -5.22 -2.48 -3.05
H -5.17 -3.20 -0.68
H -3.03 -3.28 0.54
H 2.59 -1.06 -0.51
H 4.28 -0.81 -2.33
H 4.08 -2.12 -4.42
H 2.18 -3.69 -4.71
H 0.50 -3.96 -2.92
```

Calculated values
Electronic energy: -3570.423102 Eh
Net charge: +1
Strongest force on any atom: 8.25 eV Å⁻¹
Orbital gap (spin up / spin down): 5.389 / 6.301 eV
Spin multiplicity: 2
Energy above the lowest of the compared OMol25 structures with the same formula, charge and spin: 252.6 kcal per mole

These are the Mulliken partial charges, in e, on atoms 1 to 2:
1 Cr -0.63
2 C -0.81

=====

# 4
A cluster of 2 separate species, C2H5O2P in total, computed with ωB97M-V/def2-TZVPD.

The geometry in XYZ format:
```
10
C2H5O2P, DFT ωB97M-V/def2-TZVPD
C -0.08 -0.19 0.28
C 1.36 0.10 0.42
O -0.40 -1.36 0.41
O -2.53 -0.08 -0.15
P -1.33 1.01 -0.20
H 1.54 0.62 -0.48
H 2.08 -0.75 0.57
H 1.51 0.91 1.25
H -2.01 -0.95 -0.05
H -0.14 0.68 -2.04
```

Calculated values
Electronic energy: -570.943749 Eh
Strongest force on any atom: 3.25 eV Å⁻¹
Orbital gap (spin up / spin down): 8.563 / 8.563 eV
Spin multiplicity: 1
Energy above the lowest of the compared OMol25 structures with the same formula, charge and spin: 57.3 kcal per mole

These are the Mulliken partial charges, in e, on atoms 1 to 2:
1 C 0.52
2 C -0.77

=====

# 5
A structure of composition C37H65BN4P2V, computed with ωB97M-V/def2-TZVPD.

The geometry in XYZ format:
```
110
C37H65BN4P2V, DFT ωB97M-V/def2-TZVPD
V -0.21 0.14 1.25
C -1.78 -1.11 -3.35
C -0.65 -2.09 -3.69
C 0.08 -1.56 -4.93
C -1.30 -3.43 -4.02
P 0.36 -2.26 -2.10
C 1.50 -0.79 -2.15
N 0.80 0.46 -1.93
B 0.02 0.83 -0.77
N -0.46 2.16 -1.10
C -1.23 3.03 -0.24
P -2.36 1.99 0.80
C -3.91 2.02 -0.29
C -5.02 1.09 0.21
C -3.48 1.49 -1.67
C -4.52 3.41 -0.49
C -2.67 3.08 2.31
C -1.53 2.78 3.29
C -2.67 4.59 2.05
C -3.98 2.67 2.99
C 0.07 2.58 -2.31
C -0.05 3.78 -2.98
C 0.63 3.94 -4.19
C 1.43 2.92 -4.69
C 1.55 1.71 -4.01
C 0.86 1.53 -2.82
C 1.60 -3.67 -2.32
C 2.25 -3.82 -3.70
C 0.89 -4.97 -1.93
C 2.72 -3.44 -1.29
H -2.46 -1.02 -4.21
H -1.40 -0.11 -3.13
H -2.35 -1.46 -2.49
H -0.62 -1.54 -5.77
H 0.93 -2.16 -5.21
H 0.41 -0.53 -4.78
H -2.06 -3.28 -4.79
H -1.80 -3.86 -3.14
H -0.59 -4.17 -4.39
H 2.07 -0.75 -3.08
H 2.22 -0.94 -1.33
H -1.81 3.74 -0.83
H -0.59 3.60 0.43
H -4.76 0.04 0.06
H -5.92 1.28 -0.39
H -5.28 1.24 1.25
H -2.97 0.53 -1.58
H -2.81 2.17 -2.19
H -4.37 1.34 -2.28
H -5.01 3.78 0.41
H -5.27 3.35 -1.27
H -3.79 4.16 -0.80
H -0.55 2.97 2.86
H -1.54 1.73 3.61
H -1.65 3.40 4.19
H -1.71 4.94 1.66
H -2.85 5.11 2.99
H -3.45 4.90 1.35
H -4.03 1.60 3.16
H -4.86 2.97 2.42
H -4.04 3.16 3.97
H -0.64 4.60 -2.58
H 0.55 4.87 -4.73
H 1.96 3.06 -5.62
H 2.20 0.93 -4.41
H 1.54 -4.11 -4.47
H 3.02 -4.61 -3.64
H 2.75 -2.90 -4.01
H 0.07 -5.22 -2.60
H 0.51 -4.91 -0.91
H 1.61 -5.80 -1.97
H 3.42 -2.67 -1.61
H 3.28 -4.37 -1.17
H 2.32 -3.16 -0.31
C -3.09 -1.45 1.43
N -1.71 -1.51 1.88
C -1.69 -1.47 3.36
C -1.11 -2.78 1.40
C 0.36 -2.79 1.68
C 1.00 -3.98 2.03
C 2.35 -3.97 2.33
C 3.04 -2.77 2.29
C 2.38 -1.60 1.94
C 1.02 -1.56 1.61
H -3.64 -2.35 1.72
H -3.11 -1.35 0.34
H -3.58 -0.58 1.87
H -2.28 -2.30 3.77
H -2.12 -0.53 3.70
H -0.67 -1.56 3.72
H -1.29 -2.83 0.32
H -1.63 -3.63 1.87
H 0.43 -4.90 2.08
H 2.86 -4.89 2.60
H 4.10 -2.75 2.53
H 2.96 -0.68 1.93
C 1.81 3.61 1.30
C 2.12 2.13 1.56
C 2.71 2.00 2.97
C 3.13 1.69 0.49
N 0.93 1.31 1.48
H 2.72 4.20 1.41
H 1.07 4.00 2.00
H 1.45 3.75 0.27
H 3.63 2.59 3.06
H 2.93 0.96 3.21
H 1.99 2.37 3.71
H 4.04 2.28 0.56
H 2.70 1.83 -0.50
H 3.39 0.64 0.59
```

Calculated values
Electronic energy: -3319.481755 Eh
Strongest force on any atom: 0.19 eV Å⁻¹
Orbital gap (spin up / spin down): 7.695 / 7.720 eV
Spin multiplicity: 2
Energy above the lowest of the compared OMol25 structures with the same formula, charge and spin: 0.0 kcal per mole

These are the Mulliken partial charges, in e, on atoms 1 to 2:
1 V -1.04
2 C -2.06

=====

# 6
The ion C7H12N2O2PS with charge +1, computed with ωB97M-V/def2-TZVPD.

The geometry in XYZ format:
```
25
C7H12N2O2PS, DFT ωB97M-V/def2-TZVPD
C -0.01 -3.26 0.64
O -0.20 -1.85 0.26
P 0.92 -1.11 -0.54
S 2.59 -1.87 -1.21
O 0.10 -0.23 -1.65
C -1.07 0.47 -1.20
C -1.85 0.78 -2.47
C -0.58 1.72 -0.53
C 0.36 1.37 0.50
N 0.67 2.05 1.61
C 1.32 1.29 2.47
C 1.54 0.08 1.91
N 0.94 0.18 0.65
H 0.27 -3.18 1.71
H 0.62 -3.70 -0.04
H -0.95 -3.77 0.56
H -1.44 -0.26 -0.49
H -1.10 1.07 -3.33
H -2.46 1.71 -2.36
H -2.56 0.03 -2.86
H -1.42 2.14 -0.07
H 0.00 2.55 -1.16
H 0.35 2.98 1.93
H 1.75 1.52 3.43
H 2.22 -0.72 2.24
```

Calculated values
SMILES: CO[P@@]1(=S)O[C@H](C)Cc2[nH+]ccn21
Electronic energy: -1273.280650 Eh
Net charge: +1
Strongest force on any atom: 3.23 eV Å⁻¹
Orbital gap: 10.163 eV
Spin multiplicity: 1
Energy above the lowest of the compared OMol25 structures with the same formula, charge and spin: 4.8 kcal per mole

These are the Mulliken partial charges, in e, on atoms 1 to 2:
1 C -0.73
2 O -0.35